Arrangement i

{
  "formula": "C3H10NOS",
  "method": "ωB97M-V/def2-TZVPD",
  "charge": -1,
  "species": ["C", "S", "C", "H", "H", "H", "H", "H", "H", "N", "C", "O", "H", "H", "H", "H"],
  "positions_angstrom": [[-1.74, 1.62, 1.11], [-2.78, 0.14, 0.97], [-1.44, -1.10, 1.08], [-1.24, 1.50, 2.07], [-2.28, 2.55, 0.91], [-0.95, 1.46, 0.36], [-0.46, -0.68, 1.23], [-1.61, -1.60, 2.04], [-1.51, -1.69, 0.18], [2.94, -0.21, -1.42], [1.44, -0.22, -1.62], [0.87, -0.47, -0.43], [3.02, 0.09, -0.45], [3.23, -1.18, -1.42], [1.20, 0.74, -2.11], [1.30, -0.93, -2.52]]
}

=====

Arrangement ii

{
  "formula": "C3H10NOS",
  "method": "ωB97M-V/def2-TZVPD",
  "charge": -1,
  "species": ["C", "N", "C", "C", "S", "H", "H", "H", "H", "H", "H", "H", "H", "H", "H", "O"],
  "positions_angstrom": [[2.22, -0.47, -0.69], [1.49, -0.47, 0.60], [0.00, -0.34, 0.40], [-0.56, 0.84, 1.19], [-2.37, 0.93, 1.46], [2.04, 0.44, -1.26], [3.25, -0.65, -0.37], [1.88, -1.33, -1.29], [1.64, 0.50, 0.90], [-0.56, -1.26, 0.59], [-0.17, -0.22, -0.69], [-0.14, 0.59, 2.19], [-0.16, 1.78, 0.80], [-2.45, -0.58, -1.75], [-2.89, 0.34, -0.64], [-3.23, -0.11, -1.44]]
}

=====

Arrangement iii

{
  "formula": "C3H10NOS",
  "method": "ωB97M-V/def2-TZVPD",
  "charge": -1,
  "species": ["C", "C", "S", "N", "H", "H", "H", "H", "H", "H", "H", "C", "O", "H", "H", "H"],
  "positions_angstrom": [[1.68, -0.15, -0.34], [0.53, -0.72, -1.14], [0.43, 0.33, -2.73], [1.56, -0.70, 1.01], [2.66, -0.44, -0.74], [1.65, 1.00, -0.29], [0.57, -1.82, -1.38], [-0.43, -0.67, -0.51], [-0.78, -0.13, -3.14], [2.24, -0.34, 1.70], [0.53, -0.41, 1.27], [-2.15, 0.80, 1.25], [-0.91, 0.19, 1.07], [-2.60, 0.62, 2.22], [-2.09, 1.94, 1.28], [-2.89, 0.48, 0.47]]
}

=====

How do the energies compare? Relative to the most stable structure, in hartree: arrangement i 0.0418; arrangement ii 0.0000; arrangement iii 0.0538.

=====

Arrangement i

{
  "formula": "C5H6O3",
  "method": "ωB97M-V/def2-TZVPD",
  "smiles": "C=C(O)O.C#CC=O",
  "species": ["C", "C", "O", "O", "H", "H", "H", "H", "C", "C", "C", "O", "H", "H"],
  "positions_angstrom": [[-0.35, 0.75, -1.03], [0.59, -0.27, -1.15], [0.36, -1.56, -0.81], [1.74, -0.10, -1.78], [-0.08, 1.69, -1.47], [-1.40, 0.49, -1.05], [-0.45, -1.62, -0.28], [2.26, -0.91, -1.74], [-1.30, -0.87, 2.12], [-0.67, 0.03, 1.63], [0.07, 1.11, 0.98], [-0.04, 2.29, 1.30], [-1.86, -1.67, 2.51], [1.14, 0.65, 0.76]]
}

=====

Arrangement ii

{
  "formula": "C5H6O3",
  "method": "ωB97M-V/def2-TZVPD",
  "smiles": "CC(=C=O)CC(=O)O",
  "species": ["C", "C", "C", "O", "C", "C", "O", "O", "H", "H", "H", "H", "H", "H"],
  "positions_angstrom": [[0.43, -1.94, -0.74], [0.42, -0.46, -0.41], [1.35, 0.30, -0.92], [2.26, 0.78, -1.47], [-0.66, 0.05, 0.49], [-0.49, 1.53, 0.69], [0.40, 2.16, 0.19], [-1.42, 2.07, 1.48], [1.25, -2.18, -1.40], [-0.51, -2.21, -1.23], [0.52, -2.52, 0.18], [-1.66, -0.14, 0.07], [-0.64, -0.45, 1.47], [-1.27, 3.02, 1.58]]
}

=====

How do the energies compare? Relative to the most stable structure, in hartree: arrangement i 0.1490; arrangement ii 0.0000.

=====

Arrangement i

{
  "formula": "C5H6O3",
  "method": "ωB97M-V/def2-TZVPD",
  "smiles": "O=CC(=O)[C@H]1CCO1",
  "species": ["O", "C", "C", "O", "C", "C", "C", "O", "H", "H", "H", "H", "H", "H"],
  "positions_angstrom": [[-0.29, -0.11, 1.99], [-1.13, 0.37, 1.37], [-1.24, 0.67, -0.13], [-2.40, 1.13, -0.26], [-0.40, 0.04, -1.17], [1.07, 0.48, -0.67], [1.09, -0.96, 0.13], [0.03, -1.29, -0.90], [-2.04, 0.60, 1.82], [-0.91, 0.06, -2.11], [2.04, 0.51, -1.41], [1.16, 0.97, 0.20], [0.77, -0.90, 1.23], [2.25, -1.58, -0.08]]
}

=====

Arrangement ii

{
  "formula": "C5H6O3",
  "method": "ωB97M-V/def2-TZVPD",
  "smiles": "COC1=CC(=O)OC1",
  "species": ["C", "O", "C", "C", "C", "O", "O", "C", "H", "H", "H", "H", "H", "H"],
  "positions_angstrom": [[-1.49, 1.85, -1.43], [-1.62, 0.50, -1.07], [-0.58, 0.12, -0.37], [0.67, 0.60, -0.10], [1.39, -0.32, 0.82], [2.41, -0.37, 1.25], [0.54, -1.46, 0.98], [-0.78, -1.31, 0.27], [-0.65, 2.22, -2.14], [-2.46, 2.23, -2.06], [-1.39, 2.33, -0.46], [1.12, 1.51, -0.63], [-1.74, -1.16, 1.16], [-0.92, -2.05, -0.32]]
}

=====

Arrangement iii

{
  "formula": "C5H6O3",
  "method": "ωB97M-V/def2-TZVPD",
  "species": ["C", "C", "C", "C", "C", "H", "H", "H", "H", "H", "H", "O", "O", "O"],
  "positions_angstrom": [[-1.09, 0.26, -0.42], [-0.15, 0.82, 0.57], [-0.09, -1.08, -0.18], [1.36, -0.62, -0.56], [1.27, 0.76, -0.17], [-2.25, -0.80, 0.86], [-1.31, 0.55, -1.46], [-0.33, 1.58, 1.45], [-0.58, -2.09, -0.07], [1.90, -0.42, -1.63], [1.82, 1.71, -0.31], [-2.48, 0.02, 0.01], [-0.21, -0.51, 1.30], [2.12, -0.21, 0.62]]
}

=====

How do the energies compare? Relative to the most stable structure, in hartree: arrangement i 0.1216; arrangement ii 0.0000; arrangement iii 0.1463.

=====

Arrangement i

{
  "formula": "C5H6O3",
  "method": "ωB97M-V/def2-TZVPD",
  "smiles": "O=C1O[C@H]2CC[C@@H]2O1",
  "species": ["O", "C", "O", "C", "C", "C", "C", "O", "H", "H", "H", "H", "H", "H"],
  "positions_angstrom": [[1.24, -2.68, 1.70], [0.87, -1.80, 1.06], [1.44, -0.54, 0.96], [0.39, 0.30, 0.60], [0.21, 1.45, -0.36], [-1.10, 0.58, -0.85], [-0.33, -0.57, -0.37], [-0.34, -1.80, 0.39], [-0.30, 0.49, 1.42], [0.97, 1.41, -1.14], [-0.08, 2.46, -0.11], [-1.36, 0.78, -1.90], [-1.98, 0.68, -0.19], [0.38, -0.74, -1.21]]
}

=====

Arrangement ii

{
  "formula": "C5H6O3",
  "method": "ωB97M-V/def2-TZVPD",
  "smiles": "O=C1[C@H](O)C=C[C@@H]1O",
  "species": ["O", "C", "C", "O", "C", "C", "C", "O", "H", "H", "H", "H", "H", "H"],
  "positions_angstrom": [[-0.69, -2.10, 0.18], [-0.38, -0.88, 0.37], [-1.18, 0.39, 0.06], [-2.45, -0.21, -0.45], [-0.19, 1.39, -0.32], [1.09, 1.19, 0.05], [1.06, -0.36, 0.34], [1.81, -1.17, -0.70], [-1.39, 1.19, 1.01], [-1.98, -1.20, -0.66], [-0.46, 2.52, -0.55], [2.10, 1.77, 0.10], [1.38, -0.46, 1.38], [1.28, -2.09, -0.80]]
}

=====

How do the energies compare? Relative to the most stable structure, in hartree: arrangement i 0.0000; arrangement ii 0.0837.